ORCA calculation (the ωB97M-V functional and the def2-TZVPD basis) on a 5-piece molecular cluster, C23H54IN9O6PS overall in a non-equilibrium geometry.

XYZ file:
```
95
C23H54IN9O6PS (the ωB97M-V functional and the def2-TZVPD basis)
C -1.964 1.113 -2.853
C -0.456 1.118 -2.476
I 0.087 3.222 -2.205
C -0.105 0.451 -1.115
N -0.416 -1.013 -0.997
P -2.137 -1.335 -0.497
S -2.714 -0.308 1.034
C 0.422 -1.542 0.163
C 1.582 -2.486 -0.299
N 2.517 -2.735 0.802
N 2.253 -2.097 -1.539
C 3.217 -0.988 -1.357
C 4.611 -1.494 -1.881
C 5.798 -0.611 -1.425
N 5.894 -0.494 0.052
C 1.330 -1.890 -2.656
C 1.421 -3.184 -3.552
O 2.642 -3.223 -4.292
N 2.442 -2.793 -5.591
O 2.508 -1.624 -5.669
C -0.178 -1.809 -2.232
H -2.628 1.340 -1.994
H -2.276 0.106 -3.219
H -2.185 1.802 -3.686
H 0.163 0.773 -3.317
H -0.569 1.062 -0.317
H 0.989 0.557 -0.974
H -2.118 -2.717 -0.131
H -2.943 -1.213 -1.660
H 0.792 -0.703 0.781
H -0.227 -2.132 0.844
H 1.117 -3.476 -0.494
H 2.407 -1.968 1.463
H 2.170 -3.553 1.300
H 3.275 -0.594 -0.328
H 2.975 -0.115 -2.009
H 4.568 -1.472 -2.992
H 4.743 -2.557 -1.614
H 6.740 -1.088 -1.762
H 5.748 0.410 -1.866
H 6.809 -0.089 0.234
H 5.240 0.227 0.346
H 1.605 -1.056 -3.322
H 1.379 -4.086 -2.909
H 0.544 -3.253 -4.232
H -0.482 -2.854 -1.993
H -0.835 -1.516 -3.073
C 1.988 5.075 2.440
C 0.812 4.815 1.540
O 0.359 3.690 1.363
N 0.251 5.883 0.914
C 0.647 7.277 1.003
H 2.328 4.140 2.871
H 2.808 5.515 1.868
H 1.697 5.743 3.250
H -0.532 5.644 0.326
H -0.193 7.861 1.382
H 0.910 7.635 0.006
H 1.498 7.410 1.663
C -1.289 2.769 3.941
C -0.062 3.024 4.777
O 0.519 4.098 4.771
N 0.392 2.006 5.557
C -0.163 0.673 5.693
H -1.533 3.662 3.374
H -1.102 1.954 3.240
H -2.136 2.519 4.584
H 1.213 2.239 6.092
H -0.436 0.506 6.737
H 0.593 -0.059 5.402
H -1.043 0.539 5.072
C 0.106 -7.515 1.471
C -0.090 -6.287 0.624
O 0.420 -5.208 0.915
N -0.859 -6.408 -0.488
C -1.534 -7.597 -0.981
H 0.738 -7.272 2.321
H -0.856 -7.872 1.842
H 0.592 -8.299 0.888
H -0.952 -5.554 -1.013
H -1.165 -7.826 -1.982
H -2.606 -7.401 -1.032
H -1.362 -8.452 -0.337
C -6.634 3.355 -1.363
C -5.187 3.774 -1.429
O -4.635 4.043 -2.484
N -4.498 3.845 -0.257
C -4.981 3.565 1.083
H -7.053 3.342 -2.365
H -6.716 2.353 -0.937
H -7.202 4.061 -0.756
H -3.537 4.131 -0.369
H -4.867 4.461 1.696
H -4.382 2.760 1.515
H -6.024 3.268 1.079
```

Computed properties:
molecular weight = 742.7 g/mol
2S+1 = 1
orbital gap = 8.448 eV
HOMO energy = -11.2 eV
largest force on an atom = 2.473 eV/A
net charge = +1
energy = -78638.69626 eV

Mulliken atomic charge list, values in e, 6 entries: -0.9963 -0.4106 0.1729 -1.0007 0.9854 0.1275